Here is a 2-piece molecular cluster, C3H6FO2S overall from OMol25. Energies are from ωB97M-V/def2-TZVPD.

```
13
Properties=species:S:1:pos:R:3:forces:R:3
C 0.41656 1.67752 -1.58670 0.478 2.159 0.415
C -1.02164 -1.15084 -0.16244 2.587 -1.261 2.222
C 0.28358 -0.51636 0.33560 1.141 -0.377 0.075
O 1.53814 0.51259 2.40760 -0.144 0.569 0.396
O -0.87641 -0.30627 2.56168 -0.724 0.782 0.876
F 1.49812 -1.10478 -0.14594 -1.548 0.429 -0.393
S 0.52490 -0.52681 2.15547 0.597 -0.843 -0.808
H -0.06158 2.64773 -1.67292 -0.509 -0.347 0.185
H 1.46700 1.78652 -1.55361 0.951 -0.455 0.146
H -0.03556 0.79100 -1.84127 -0.902 -1.626 -0.640
H -1.43100 -1.47390 0.86551 0.019 -0.066 -1.879
H -0.67119 -1.97070 -0.84131 -1.111 0.620 0.308
H -1.63091 -0.36570 -0.52167 -0.834 0.416 -0.904
```
Forces are in eV/Å.

Net charge ... -1
Relative energy (zero: lowest compared OMol25 entry of this formula, charge and spin) ... 395.54 kJ/mol
LUMO (spin up / spin down) ... 3.827 / 3.432 eV
HOMO level (spin up / spin down) ... -3.3 / -3.0 eV
Spin multiplicity ... 1

Here are the natural (NBO) charges for atoms 1 to 2, given in e: -0.528, -0.775

=====

Here is C39H31GeNO2PS2W as an isolated structure from OMol25. Energies are from ωB97M-V/def2-TZVPD.

```
78
Properties=species:S:1:pos:R:3:forces:R:3
W -0.47962 0.33128 1.45078 -0.080 -0.089 0.146
S 0.49288 -0.41210 3.46713 -0.021 0.050 -0.125
C 1.29932 -1.38694 2.25597 0.001 -0.073 -0.078
N 0.66962 -1.39808 1.09009 0.046 0.065 -0.001
C 1.36139 -2.13762 0.12692 0.022 -0.029 0.013
C 1.00846 -2.32856 -1.20325 0.009 -0.011 -0.009
C 1.84641 -3.09332 -1.99156 -0.008 0.013 0.006
C 3.01462 -3.66165 -1.47144 0.006 -0.011 0.003
C 3.37434 -3.47048 -0.15146 0.004 -0.008 0.003
C 2.53392 -2.69656 0.63926 -0.032 0.031 0.054
S 2.76425 -2.23471 2.31035 -0.015 0.014 -0.031
H 0.10917 -1.88846 -1.61082 -0.010 0.006 -0.003
H 1.59422 -3.25656 -3.03066 0.003 -0.004 -0.001
H 3.64762 -4.25963 -2.11246 0.001 0.003 -0.003
H 4.28140 -3.90204 0.24938 0.001 -0.002 -0.004
O -3.78894 2.43732 0.60863 -0.051 -0.035 -0.009
C -3.25974 1.43891 0.92992 0.253 -0.047 0.104
O -1.95513 1.44996 1.48013 -0.211 0.042 -0.095
C -3.73003 0.00623 0.84493 -0.087 0.088 -0.027
P -2.30354 -0.99296 0.26366 0.009 0.010 0.005
C -2.54137 -1.19826 -1.50198 0.101 0.043 -0.071
C -1.82069 -0.44877 -2.43194 -0.024 0.001 0.088
C -2.07762 -0.61289 -3.78523 -0.035 -0.012 -0.028
C -3.05409 -1.50335 -4.20768 -0.009 -0.009 0.044
C -3.78838 -2.23405 -3.27921 0.015 0.016 -0.019
C -3.53516 -2.08595 -1.92743 -0.001 -0.007 0.017
C -2.32397 -2.59313 1.07676 -0.007 0.037 0.064
C -2.61992 -2.66033 2.44083 -0.007 -0.003 -0.022
C -2.51132 -3.86574 3.11304 0.008 -0.005 -0.014
C -2.09778 -5.00356 2.43070 -0.007 0.007 0.015
C -1.79194 -4.93714 1.07833 0.007 -0.003 -0.011
C -1.89762 -3.73392 0.39793 -0.001 -0.006 -0.010
H -4.59103 -0.07484 0.18398 0.019 -0.012 -0.006
H -4.02632 -0.30927 1.84793 0.015 -0.004 0.002
H -1.07204 0.26873 -2.11112 -0.004 -0.077 -0.011
H -1.51739 -0.03655 -4.50821 -0.001 -0.004 0.001
H -3.25234 -1.62709 -5.26391 0.005 0.006 -0.002
H -4.55738 -2.91883 -3.60955 0.003 -0.002 -0.003
H -4.10476 -2.66158 -1.20713 -0.002 -0.007 -0.013
H -2.93871 -1.78046 2.98815 0.001 -0.008 0.011
H -2.75552 -3.91974 4.16515 -0.001 -0.001 0.001
H -2.02045 -5.94639 2.95523 0.000 -0.002 -0.001
H -1.47763 -5.82619 0.54854 0.001 0.000 0.000
H -1.66010 -3.69090 -0.65716 0.000 0.001 -0.006
C -0.92060 2.75492 -3.73092 0.001 0.013 0.008
C 0.34592 2.18205 -3.72132 0.012 0.006 -0.004
C 0.99701 1.94863 -2.51870 0.016 -0.009 -0.004
C 0.38610 2.30232 -1.31306 -0.041 -0.004 0.044
C -0.88983 2.88007 -1.33371 0.009 0.000 -0.029
C -1.54057 3.10326 -2.53825 0.003 -0.001 -0.008
Ge 1.22533 2.08626 0.41397 0.083 0.018 -0.075
C 2.98324 1.30604 0.57002 -0.012 -0.011 -0.018
C 3.47104 0.36475 -0.33855 0.015 0.000 0.003
C 4.76375 -0.12437 -0.20929 -0.032 0.008 -0.018
C 5.56824 0.30857 0.83553 0.021 0.006 0.025
C 5.08603 1.23385 1.75286 0.000 -0.006 -0.007
C 3.80030 1.73549 1.61950 -0.021 0.001 -0.009
C 0.83349 3.54781 1.60878 -0.023 -0.110 0.085
C 0.78219 3.33965 2.98975 0.019 -0.010 0.059
C 0.45438 4.38084 3.84644 -0.008 0.033 -0.017
C 0.18252 5.63909 3.32726 0.015 -0.033 -0.045
C 0.23457 5.85532 1.95456 -0.004 -0.021 0.042
C 0.54734 4.81262 1.09503 -0.023 0.046 0.025
H -1.41966 2.94390 -4.67255 0.000 0.001 -0.002
H 0.83605 1.93604 -4.65452 0.001 -0.003 0.002
H 1.99479 1.52863 -2.52948 0.002 0.002 -0.003
H -1.36815 3.18733 -0.41030 -0.006 0.009 -0.006
H -2.52088 3.56133 -2.54603 -0.001 0.002 0.005
H 2.85379 0.01419 -1.15759 0.005 -0.011 -0.003
H 5.14538 -0.83412 -0.93205 0.001 0.001 0.002
H 6.57933 -0.06534 0.92994 -0.001 -0.002 -0.002
H 5.71859 1.57862 2.55988 0.000 0.001 -0.001
H 3.44160 2.48198 2.31884 0.015 -0.008 0.009
H 1.01830 2.36616 3.41337 0.042 0.096 -0.030
H 0.41898 4.21318 4.91466 0.000 0.008 0.002
H -0.06589 6.45479 3.99265 -0.004 0.004 -0.003
H 0.03068 6.83941 1.55446 0.002 0.001 -0.001
H 0.57959 4.99290 0.02730 -0.003 0.011 -0.002
```
Forces are in eV/Å.

Net charge ... +2
Relative energy (zero: lowest compared OMol25 entry of this formula, charge and spin) ... 0.00 kJ/mol
LUMO (spin up / spin down) ... -7.232 / -7.316 eV
HOMO level (spin up / spin down) ... -13.9 / -13.9 eV
Spin multiplicity ... 2

Here are the Löwdin charges for atoms 1 to 2, given in e: 1.197, 0.691

=====

Here is a 2-piece molecular cluster, C2H8NO2 overall from OMol25. Energies are from ωB97M-V/def2-TZVPD.

```
13
Properties=species:S:1:pos:R:3:forces:R:3
C -0.06171 2.58824 0.92176 -0.602 -0.214 -0.012
N 0.46992 1.17608 0.77477 -1.280 -0.845 -1.164
H -1.08908 2.55926 0.51810 0.682 0.192 -0.169
H -0.20611 2.92111 1.94549 0.580 -0.374 0.181
H 0.57873 3.26767 0.37686 -0.019 0.099 -0.005
H 1.08979 1.00794 -0.03405 0.218 0.663 0.606
H -0.33661 0.59308 0.42166 0.649 0.105 0.612
H 0.79745 0.58035 1.54915 0.064 0.978 0.109
O -0.51450 -1.12036 0.37335 -1.184 -0.720 -0.086
C -0.33382 -1.86997 -0.55493 2.646 1.352 0.260
O 0.29901 -1.32304 -1.62394 -0.949 -0.294 0.046
H -0.28792 -2.93947 -0.39905 -0.737 -0.582 -0.640
H 0.34567 -1.84461 -2.43842 -0.068 -0.360 0.262
```
Forces are in eV/Å.

Net charge ... +1
Relative energy (zero: lowest compared OMol25 entry of this formula, charge and spin) ... 105.28 kJ/mol
LUMO ... -3.269 eV
HOMO level ... -15.7 eV
Spin multiplicity ... 1

Here are the natural (NBO) charges for atoms 1 to 2, given in e: -0.423, -0.718